(1)
DFT (ωB97M-V with the def2-TZVPD basis set) results for an isolated molecule of C4H11N3 at a distorted geometry.

- multiplicity = 1
- structure (SMILES) = N/C=N\CCCN
- E_tot (Eh) = -323.24223
- relative energy (zero: lowest compared OMol25 entry of this formula, charge and spin) (eV) = 1.750
- charge = 0
- molar mass (g mol⁻¹) = 101.2
- E_LUMO (eV) = 0.999

Element x y z (Å)
N: 0.3023 1.8140 -2.6088
C: -0.7540 1.4521 -1.7686
N: -0.6764 0.7764 -0.7000
C: 0.5102 0.1768 -0.2234
C: 0.6282 -0.0669 1.2829
C: -0.5346 -0.9527 1.7842
N: -0.2552 -2.3256 1.4242
H: 0.2487 2.7929 -2.8518
H: 1.2180 1.5429 -2.3159
H: -1.7075 1.5945 -2.2673
H: 1.3981 0.6982 -0.6273
H: 0.6365 -0.7628 -0.8141
H: 1.5097 -0.6926 1.3983
H: 0.7797 0.9060 1.7611
H: -0.6826 -0.7988 2.8538
H: -1.4556 -0.6379 1.2728
H: -0.7759 -3.0067 1.9622
H: -0.3896 -2.5099 0.4378

Cartesian forces (eV/Å) of the 2 atoms listed first:
-0.4 0.3 -0.2
0.9 -1.1 0.1



(2)
DFT (ωB97M-V with the def2-TZVPD basis set) results for a cluster of 2 separate species, C4H11N3 in total at a distorted geometry.

- multiplicity = 1
- structure (SMILES) = [H]/N=C/[C@H](C)N.C=N
- E_tot (Eh) = -323.22272
- relative energy (zero: lowest compared OMol25 entry of this formula, charge and spin) (eV) = 2.281
- charge = 0
- molar mass (g mol⁻¹) = 101.2
- E_LUMO (eV) = 0.990

Element x y z (Å)
H: -2.8519 -0.1326 -0.0654
N: -1.8860 0.0718 0.1739
C: -1.1437 0.3653 -0.7951
C: 0.3165 0.6622 -0.5909
C: 0.5235 1.5510 0.6350
N: 0.8438 1.3244 -1.7735
H: -1.4777 0.4277 -1.8424
H: 0.8056 -0.3137 -0.4027
H: 1.5800 1.6194 0.8843
H: -0.0228 1.1366 1.4777
H: 0.1455 2.5476 0.4224
H: 1.8211 1.5608 -1.6391
H: 0.7757 0.7238 -2.5876
C: 0.4894 -2.4169 1.2675
N: -0.6938 -2.5872 0.9080
H: 1.1974 -3.2138 1.0831
H: 0.8949 -1.5289 1.7635
H: -1.3173 -1.7973 1.0814

Cartesian forces (eV/Å) of the 2 atoms listed first:
0.0 0.1 -0.3
-0.3 -0.1 0.5



Values of HOMO, in order: -8.71; -9.56, all in eV.